Formula: C4H5NO2
Source: the OMol25 dataset
Level of theory: the ωB97M-V functional and the def2-TZVPD basis

Element x y z (Å)
O: 1.272 1.611 1.603
C: 0.794 0.955 0.727
N: 1.242 0.241 -0.347
C: 0.508 -1.058 -0.321
C: -0.932 -0.634 -0.017
O: -1.358 -0.156 1.316
C: -0.774 0.711 0.490
H: 0.186 1.123 -1.139
H: 0.968 -1.779 0.363
H: 0.521 -1.480 -1.329
H: -1.775 -0.923 -0.635
H: -0.663 1.493 -0.904

Properties
Net charge: 0

Formula: C5H6O2
Source: the OMol25 dataset
Level of theory: the ωB97M-V functional and the def2-TZVPD basis

Element x y z (Å)
C: -0.687 -1.525 -1.076
C: -0.187 -0.821 -0.094
C: -0.266 -0.335 1.278
C: 0.848 0.138 0.336
C: 0.831 1.545 -0.165
O: 1.791 2.260 -0.145
O: -0.351 1.978 -0.644
H: -1.569 -2.131 -0.943
H: -0.225 -1.546 -2.050
H: -1.040 0.371 1.552
H: 0.017 -0.993 2.087
H: 1.852 -0.217 0.533
H: -1.015 1.274 -0.669

Properties
Net charge: 0
SMILES string: C=C1C[C@@H]1C(=O)O

What did we get for relative energy (zero: lowest compared OMol25 entry of this formula, charge and spin)? Answer: 758.0 136.8 kJ/mol, in the order shown.